Here is one molecule with the formula C4H3NOS from OMol25. Energies are from ωB97M-V/def2-TZVPD.

Calculated values
HOMO level = -9.9 eV
Energy above the lowest of the compared OMol25 structures with the same formula, charge and spin = 23.0 kcal per mole
Frontier orbital gap = 8.6 eV
SMILES = C=COC(=S)C#N
E_tot = -18567.2535 eV
E_LUMO = -1.3 eV

```
! wB97M-V def2-TZVPD RIJCOSX def2/J DEFGRID3
* xyz 0 1
C 1.09401 1.71036 0.67633
C 0.76094 0.71772 -0.14132
C -0.73615 -1.10267 -0.52230
C -1.75273 -1.82028 0.16800
H 2.03151 2.23370 0.42529
H 0.59286 1.86655 1.61963
H 1.14182 0.43196 -1.12819
N -2.57388 -2.44768 0.68712
O -0.27216 -0.13850 0.26335
S -0.28620 -1.45115 -2.04790
*
```



Here is C4H3NS as an isolated structure from OMol25. Energies are from ωB97M-V/def2-TZVPD.

Calculated values
HOMO level = -8.6 eV
Energy above the lowest of the compared OMol25 structures with the same formula, charge and spin = 39.1 kcal per mole
Frontier orbital gap = 7.1 eV
E_tot = -16518.5549 eV
E_LUMO = -1.5 eV

```
! wB97M-V def2-TZVPD RIJCOSX def2/J DEFGRID3
* xyz 0 1
C 1.08958 -0.22268 -0.00228
C 0.18242 -1.18560 -0.02264
C 0.50027 1.10440 0.00259
C -1.43292 0.06522 -0.01590
N -0.78989 1.21261 -0.00462
S -2.94187 -0.42180 0.01663
H 2.16492 -0.30833 0.01968
H 0.13490 -2.24715 -0.00843
H 1.09259 2.00332 0.01496
*
```



Here is one molecule with the formula C4H3NS2 from OMol25. Energies are from ωB97M-V/def2-TZVPD.

Calculated values
HOMO level = -8.0 eV
Energy above the lowest of the compared OMol25 structures with the same formula, charge and spin = 45.1 kcal per mole
Frontier orbital gap = 7.6 eV
SMILES = c1cc2ssn2c1
E_tot = -27353.8072 eV
E_LUMO = -0.5 eV

```
! wB97M-V def2-TZVPD RIJCOSX def2/J DEFGRID3
* xyz 0 1
C 0.14150 0.02516 -0.02470
C -0.63640 -1.19955 0.01227
C -0.65665 1.11579 0.19500
C -1.93316 -0.89809 0.29768
N -1.95456 0.74675 0.40674
S -3.65593 -0.98235 -0.06111
S -3.56112 1.10242 -0.07633
H 1.14682 -0.02757 -0.18355
H -0.10693 -2.16240 -0.21147
H -0.54898 2.12955 0.14602
*
```



Here is an isolated ion of composition C4H3O2 and charge +1 from OMol25. Energies are from ωB97M-V/def2-TZVPD.

Calculated values
HOMO level = -15.2 eV
Energy above the lowest of the compared OMol25 structures with the same formula, charge and spin = 73.1 kcal per mole
Frontier orbital gap = 8.9 eV
E_tot = -8278.4448 eV
E_LUMO = -6.3 eV

```
! wB97M-V def2-TZVPD RIJCOSX def2/J DEFGRID3
* xyz 1 1
C -0.80756 0.30451 0.51988
C 1.02213 -1.30147 -0.54840
C -0.18351 -0.87608 -0.01213
C 0.65356 -0.16314 -1.08143
O -0.31676 1.17482 1.29917
O 0.77710 0.84270 -1.61598
H -1.85366 0.39432 0.28099
H 1.82973 -2.05073 -0.62787
H -1.12101 1.67507 1.78578
*
```



Here is an isolated ion of composition C4H3O2 and charge +1 from OMol25. Energies are from ωB97M-V/def2-TZVPD.

Calculated values
HOMO level (spin up / spin down) = -13.8 / -16.9 eV
Energy above the lowest of the compared OMol25 structures with the same formula, charge and spin = 20.3 kcal per mole
Frontier orbital gap (spin up / spin down) = 8.7 / 6.9 eV
E_tot = -8278.5799 eV
E_LUMO (spin up / spin down) = -5.0 / -10.1 eV

```
! wB97M-V def2-TZVPD RIJCOSX def2/J DEFGRID3
* xyz 1 3
C 0.95195 0.17313 -0.14300
C -0.04887 1.04997 0.03099
C 0.44998 -1.22601 0.07907
C -1.35969 0.54133 0.04979
O -2.50482 0.55315 -0.05950
O -0.72185 -1.38544 -0.09363
H 2.05617 0.27323 -0.29193
H -0.06575 2.08208 0.03586
H 1.24287 -2.06145 0.39234
*
```



Here is an isolated ion of composition C4H3O2S and charge -1 from OMol25. Energies are from ωB97M-V/def2-TZVPD.

Calculated values
HOMO level = -3.9 eV
Energy above the lowest of the compared OMol25 structures with the same formula, charge and spin = 8.1 kcal per mole
Frontier orbital gap = 7.4 eV
SMILES = O=C1CC([O-])=C1S
E_tot = -19126.8189 eV
E_LUMO = 3.4 eV

```
! wB97M-V def2-TZVPD RIJCOSX def2/J DEFGRID3
* xyz -1 1
C -0.46883 0.95864 -0.38858
C 0.64428 0.26512 -0.13593
C -1.42824 -0.05754 -0.08704
C -0.21506 -1.07310 0.02047
O 1.83659 0.46946 -0.01500
O -2.62036 -0.34769 0.01373
S -0.59121 2.67677 -1.17558
H 0.04343 -1.59398 -0.87993
H -0.18290 -1.76062 0.85044
H -1.33911 2.53435 -2.34622
*
```



Here is a 2-piece molecular cluster, C4H3O3 overall from OMol25. Energies are from ωB97M-V/def2-TZVPD.

Calculated values
HOMO level = -2.2 eV
Energy above the lowest of the compared OMol25 structures with the same formula, charge and spin = 60.1 kcal per mole
Frontier orbital gap = 6.1 eV
E_tot = -10336.5277 eV
E_LUMO = 3.9 eV

```
! wB97M-V def2-TZVPD RIJCOSX def2/J DEFGRID3
* xyz -1 1
C 0.04021 -0.44129 -2.46957
C -0.25820 -0.52625 -1.30807
C 1.11349 1.16303 1.49148
C -0.14554 -0.71279 0.15109
O 0.14132 1.56287 2.02832
O 2.19880 1.24187 1.05926
O -1.45090 -0.40187 0.74424
H -0.34421 -0.51135 -3.43555
H 0.16580 -1.75663 0.57239
H -1.46076 0.38242 1.16641
*
```



Here is an isolated ion of composition C4H3O5 and charge -1 from OMol25. Energies are from ωB97M-V/def2-TZVPD.

Calculated values
HOMO level (spin up / spin down) = -1.3 / -5.3 eV
Frontier orbital gap (spin up / spin down) = 5.1 / 7.5 eV
E_tot = -14428.4052 eV
E_LUMO (spin up / spin down) = 3.8 / 2.2 eV

```
! wB97M-V def2-TZVPD RIJCOSX def2/J DEFGRID3
* xyz -1 3
C -0.94537 -0.39726 2.28440
C -0.80246 -1.97951 2.01033
C 0.12107 0.46633 1.37459
C -0.25987 1.38099 0.18121
O -0.45234 -2.82603 2.83304
O -1.93136 0.08834 2.82719
O -1.15908 -2.04997 0.81073
O 1.37263 -0.12269 1.30122
O 1.09689 0.92923 2.17249
H 0.52314 1.67238 -0.53803
H -0.58630 2.22395 0.65583
H -1.13810 1.09782 -0.37153
*
```



Here is a 2-piece molecular cluster, C4H3OPS overall from OMol25. Energies are from ωB97M-V/def2-TZVPD.

Calculated values
HOMO level (spin up / spin down) = -9.4 / -7.5 eV
Energy above the lowest of the compared OMol25 structures with the same formula, charge and spin = 97.3 kcal per mole
Frontier orbital gap (spin up / spin down) = 8.5 / 5.6 eV
E_tot = -26362.9004 eV
E_LUMO (spin up / spin down) = -0.9 / -1.9 eV

```
! wB97M-V def2-TZVPD RIJCOSX def2/J DEFGRID3
* xyz 0 1
C -0.80044 0.29729 -0.91905
C -1.45782 -0.99318 -0.90177
C 0.14185 0.49529 -0.02924
C -1.06929 -1.75941 0.13979
O 3.48627 0.42496 1.55836
P 2.27723 1.00599 2.07731
S 0.26878 -0.83878 1.06053
H -1.09399 1.06586 -1.51222
H -2.44641 -1.10950 -1.41678
H 0.69382 1.41148 -0.05693
*
```



Here is one molecule with the formula C4H3PS from OMol25. Energies are from ωB97M-V/def2-TZVPD.

Calculated values
HOMO level = -8.5 eV
Energy above the lowest of the compared OMol25 structures with the same formula, charge and spin = 19.6 kcal per mole
Frontier orbital gap = 7.7 eV
SMILES = C=CSC1=P#C1
E_tot = -24315.9007 eV
E_LUMO = -0.8 eV

```
! wB97M-V def2-TZVPD RIJCOSX def2/J DEFGRID3
* xyz 0 1
C -1.61738 -2.12372 -3.90539
C -1.27147 -1.30662 -2.82326
C 0.04167 -0.27500 0.31471
C 0.02867 0.41817 -0.80769
P -2.80622 -2.09127 -2.59319
S -0.05218 -0.16695 -2.49622
H 0.24547 0.20507 1.25468
H -0.18735 -1.32750 0.33940
H 0.27137 1.47159 -0.82519
*
```



Repeat the tenth record exactly.
Here is one molecule with the formula C4H3PS from OMol25. Energies are from ωB97M-V/def2-TZVPD.

Calculated values
HOMO level = -8.5 eV
Energy above the lowest of the compared OMol25 structures with the same formula, charge and spin = 19.6 kcal per mole
Frontier orbital gap = 7.7 eV
SMILES = C=CSC1=P#C1
E_tot = -24315.9007 eV
E_LUMO = -0.8 eV

```
! wB97M-V def2-TZVPD RIJCOSX def2/J DEFGRID3
* xyz 0 1
C -1.61738 -2.12372 -3.90539
C -1.27147 -1.30662 -2.82326
C 0.04167 -0.27500 0.31471
C 0.02867 0.41817 -0.80769
P -2.80622 -2.09127 -2.59319
S -0.05218 -0.16695 -2.49622
H 0.24547 0.20507 1.25468
H -0.18735 -1.32750 0.33940
H 0.27137 1.47159 -0.82519
*
```



- Look up the E_tot of the fourth one.
  -8278.4448 eV



Repeat the sixth record exactly.
Here is an isolated ion of composition C4H3O2S and charge -1 from OMol25. Energies are from ωB97M-V/def2-TZVPD.

Calculated values
HOMO level = -3.9 eV
Energy above the lowest of the compared OMol25 structures with the same formula, charge and spin = 8.1 kcal per mole
Frontier orbital gap = 7.4 eV
SMILES = O=C1CC([O-])=C1S
E_tot = -19126.8189 eV
E_LUMO = 3.4 eV

```
! wB97M-V def2-TZVPD RIJCOSX def2/J DEFGRID3
* xyz -1 1
C -0.46883 0.95864 -0.38858
C 0.64428 0.26512 -0.13593
C -1.42824 -0.05754 -0.08704
C -0.21506 -1.07310 0.02047
O 1.83659 0.46946 -0.01500
O -2.62036 -0.34769 0.01373
S -0.59121 2.67677 -1.17558
H 0.04343 -1.59398 -0.87993
H -0.18290 -1.76062 0.85044
H -1.33911 2.53435 -2.34622
*
```